139
Properties=species:S:1:pos:R:3:mulliken_charge:R:1 method="wB97M-V/def2-TZVPD" s2=0.756 spin_multiplicity=2 homo_lumo_gap_ev="7.75 / 2.49"
N -7.1574 -26.9726 2.2894 -0.055
S -7.3720 -25.5906 1.5820 0.117
O -8.0532 -24.4858 2.2022 -0.577
O -7.2274 -25.5701 0.1376 -0.198
F -5.8280 -25.2426 1.8401 -0.396
S -8.8088 -27.2438 2.4386 0.941
O -9.5756 -27.2842 1.2428 -0.202
O -9.3718 -26.6300 3.5831 -0.509
F -8.7905 -28.8440 2.8849 -0.427
C -10.2355 -24.5583 -3.9352 -0.326
O -10.6587 -23.8684 -2.7098 -0.488
C -10.0265 -24.0710 -1.4512 1.049
C -9.6393 -22.8080 -0.7823 -0.707
N -10.7251 -21.8455 -0.3923 0.042
C -11.7512 -22.4033 0.5662 -0.356
C -11.3886 -22.1602 2.0686 -0.517
O -12.3656 -22.4353 2.9941 -0.339
C -12.4785 -23.8394 3.4767 -0.437
H -9.1501 -24.5078 -4.0219 0.035
H -10.5598 -23.9537 -4.7822 0.269
H -10.6259 -25.5595 -3.7526 0.274
H -9.1367 -24.6551 -1.6863 -0.486
H -10.5763 -24.7879 -0.8414 0.131
H -8.9130 -22.3456 -1.4507 0.447
H -9.1377 -23.2071 0.0993 -0.005
H -11.1919 -21.4946 -1.2164 0.417
H -11.9964 -23.4652 0.5825 0.254
H -12.6247 -21.7728 0.3998 0.382
H -11.3208 -21.0764 1.9746 0.330
H -10.3551 -22.4908 2.1721 0.377
H -11.6028 -24.0871 4.0766 0.231
H -12.3649 -24.4630 2.5899 0.205
H -13.4345 -24.0092 3.9720 0.285
C -17.6406 -28.5053 -1.8371 -0.628
O -18.4359 -29.1714 -0.8068 -0.399
C -18.0101 -30.5638 -0.2860 -0.371
C -16.9781 -30.4180 0.8639 -0.787
N -15.5919 -30.2380 0.3945 -0.015
C -14.9202 -31.4259 -0.2213 -0.630
C -13.3208 -31.2193 -0.3125 -0.710
O -12.7943 -30.6255 0.8527 -0.345
C -12.5204 -29.2266 0.7692 -0.878
H -17.6978 -28.9153 -2.8454 0.291
H -16.5901 -28.5878 -1.5581 0.110
H -17.6056 -27.4181 -1.9062 0.340
H -17.7045 -31.1356 -1.1622 0.289
H -18.8242 -31.1377 0.1568 0.317
H -17.2832 -31.2286 1.5257 0.436
H -17.2121 -29.4289 1.2577 0.348
H -15.1682 -29.8293 1.2152 0.138
H -15.1690 -31.6220 -1.2642 0.310
H -15.0516 -32.3716 0.3045 0.330
H -13.3140 -30.5281 -1.1554 0.345
H -12.8243 -32.1431 -0.6095 0.434
H -13.2338 -28.6487 0.1816 0.473
H -11.7757 -29.1793 -0.0254 0.231
H -12.0715 -28.7020 1.6126 0.394
C -10.5223 -30.2131 5.9083 -0.519
O -9.6742 -30.3631 7.0545 -0.435
C -8.6862 -29.3147 7.2333 -0.679
C -9.0605 -27.8890 7.0216 0.081
N -8.1384 -26.9207 7.6194 -0.348
C -8.8226 -25.6614 7.9763 -0.969
C -9.3007 -24.7373 6.8413 0.337
O -10.3572 -23.7982 7.2280 -0.428
C -9.9331 -22.5940 7.8833 -0.700
H -11.4524 -29.7463 6.2326 0.284
H -10.7597 -31.2414 5.6357 0.315
H -10.1990 -29.8349 4.9385 0.072
H -7.9900 -29.4534 6.4062 0.203
H -8.1432 -29.4192 8.1727 0.358
H -10.0382 -27.7911 7.4933 0.566
H -9.2749 -27.7262 5.9654 -0.189
H -7.4251 -26.8020 6.9143 0.376
H -8.1854 -25.0473 8.6127 0.368
H -9.6818 -25.9820 8.5654 0.426
H -9.7371 -25.2938 6.0119 -0.174
H -8.5728 -24.0509 6.4088 0.345
H -9.5635 -21.8710 7.1561 0.265
H -9.2003 -22.8309 8.6547 0.292
H -10.7371 -22.0179 8.3412 0.279
C -6.1789 -23.9286 -3.2412 -0.864
O -7.0415 -25.1257 -3.3249 -0.180
C -6.3303 -26.3284 -3.0558 -0.909
C -7.2817 -27.5456 -3.0932 -0.627
N -7.6105 -27.8880 -1.7529 0.269
C -8.6311 -28.9537 -1.8767 -0.030
C -8.1777 -30.3417 -1.8017 -0.715
O -7.8495 -30.6800 -0.3964 -0.353
C -9.0305 -30.9548 0.3125 -0.624
H -5.8924 -23.9441 -2.1896 0.292
H -6.8521 -23.0990 -3.4571 0.233
H -5.2956 -23.9182 -3.8798 0.303
H -5.8644 -26.4043 -2.0733 0.446
H -5.5757 -26.4219 -3.8367 0.644
H -6.6813 -28.3854 -3.4428 0.107
H -7.9701 -27.3871 -3.9233 0.305
H -7.8428 -27.0095 -1.3121 -0.155
H -9.2152 -29.0085 -2.7953 0.139
H -9.4140 -28.6968 -1.1631 0.114
H -7.3459 -30.4311 -2.5004 0.220
H -8.9171 -31.0334 -2.2054 0.431
H -9.6465 -31.7012 -0.1890 0.308
H -9.6298 -30.0460 0.2577 0.070
H -8.9857 -31.3363 1.3326 0.379
C -3.8896 -29.8478 -3.5106 -0.557
O -3.0210 -29.4153 -2.4831 -0.331
C -2.3998 -28.1209 -2.5904 -0.366
C -1.7282 -27.8252 -1.1858 -0.638
N -2.4861 -27.8787 0.0337 -0.226
C -2.3126 -26.6182 0.8124 -0.105
C -1.1101 -26.5862 1.6876 -0.679
O -1.0218 -27.7877 2.4927 -0.248
C 0.2442 -28.0781 2.9910 -0.852
H -4.9281 -29.5385 -3.3930 0.087
H -3.7709 -30.8722 -3.8636 0.303
H -3.5720 -29.2214 -4.3441 0.420
H -3.1431 -27.3895 -2.9077 0.106
H -1.6304 -28.0604 -3.3602 0.388
H -1.3478 -26.8316 -1.4230 0.396
H -0.8608 -28.4613 -1.0092 0.344
H -2.0068 -28.5543 0.6115 0.253
H -3.2357 -26.5390 1.3867 -0.228
H -2.2710 -25.7146 0.2042 0.453
H -1.2101 -25.7293 2.3537 0.375
H -0.2393 -26.4482 1.0466 0.434
H 0.3481 -29.0341 3.5042 0.248
H 0.6483 -27.2726 3.6041 0.300
H 0.8351 -28.2885 2.0995 0.326
C -4.7709 -28.0033 4.1876 -0.441
C -5.7576 -27.7339 5.3375 -0.359
O -6.4350 -26.5332 5.0003 -0.611
O -5.3396 -28.7599 3.1345 -0.591
H -3.9554 -28.6247 4.5577 0.477
H -4.3475 -27.0958 3.7571 0.070
H -5.1315 -27.6462 6.2254 0.476
H -6.4874 -28.5418 5.2845 0.185
H -6.9647 -26.6156 4.2039 0.237
H -6.0923 -28.2397 2.8441 0.643

***

135
Properties=species:S:1:pos:R:3:mulliken_charge:R:1 method="wB97M-V/def2-TZVPD" s2=2.009 charge=+1 spin_multiplicity=3 homo_lumo_gap_ev="6.53 / 4.65" de_lowest_ev=0.000
Pd 1.3044 -1.6959 -3.5484 0.627
C -0.7741 -0.6598 -0.9685 0.836
O 0.3743 0.0250 -0.5113 0.710
O -0.3232 -1.3472 -2.0795 -0.756
C -1.4295 -1.4810 0.2025 0.240
F -0.5515 -2.1801 0.9361 -0.043
F -2.0492 -0.6323 1.0136 -0.255
F -2.3408 -2.3944 -0.2194 -0.091
C 0.2614 1.0794 0.4493 -0.248
C 1.5905 1.8397 0.3632 -0.532
H 1.4585 2.6369 1.0975 0.551
H 2.4112 1.2385 0.7573 -0.237
H 1.7841 2.1925 -0.6476 -0.671
H 0.0669 0.7037 1.4528 0.319
H -0.4912 1.7863 0.0860 0.350
H -1.5211 0.0915 -1.2514 -0.719
C -5.3335 -7.8949 -2.6500 -1.346
C -6.4855 -6.9100 -2.3952 0.305
C -5.8989 -5.5248 -2.0315 -0.573
O -5.1124 -5.6010 -0.8572 -0.378
C -4.5485 -4.3475 -0.5040 -0.611
N -7.3462 -6.9103 -3.5535 -0.715
H -4.7057 -8.0573 -1.7768 0.342
H -4.7315 -7.5917 -3.5098 0.327
H -5.8108 -8.8448 -2.8977 0.387
H -7.0332 -7.3147 -1.5401 0.294
H -6.6373 -4.7342 -1.8499 0.342
H -5.3584 -5.2269 -2.9412 0.220
H -4.0199 -3.8391 -1.3148 0.307
H -3.9310 -4.3469 0.3888 0.208
H -5.4396 -3.7300 -0.3253 0.287
H -6.7023 -6.8286 -4.3448 0.295
H -7.8144 -6.0139 -3.6893 0.280
C 2.4742 4.3849 -2.6383 -0.854
C 3.6115 3.4807 -3.0666 0.136
C 4.5214 3.1078 -1.8792 -0.126
O 4.9684 4.3044 -1.2462 -0.277
C 5.9989 4.0131 -0.3402 -1.225
N 3.0794 2.2230 -3.6421 -0.588
H 1.9293 3.9665 -1.7887 -0.427
H 1.7112 4.6291 -3.3772 0.541
H 2.9290 5.3093 -2.2789 0.298
H 4.2008 3.9906 -3.8334 0.469
H 5.4152 2.5665 -2.2083 0.764
H 3.9646 2.4959 -1.1610 -0.456
H 5.6936 3.2688 0.4069 0.406
H 6.2226 4.9117 0.2351 0.428
H 6.9207 3.6479 -0.8025 0.391
H 3.8881 1.7105 -3.9877 0.280
H 2.5634 2.5153 -4.4661 0.260
C 2.5517 5.4890 0.5684 -1.027
C 3.6522 6.4529 0.9401 0.347
C 4.7113 5.8561 1.8917 -0.693
O 5.6529 6.8596 2.2126 -0.343
C 6.5038 6.4708 3.2638 -0.761
N 4.1866 7.0480 -0.2749 -0.755
H 2.9356 4.7139 -0.1070 -0.116
H 1.7741 5.9261 -0.0590 0.432
H 2.1401 4.9875 1.4449 0.499
H 3.3175 7.3419 1.4860 0.467
H 5.2228 4.9490 1.5467 0.129
H 4.1191 5.5161 2.7522 0.413
H 5.9251 6.1111 4.1218 0.311
H 7.1110 7.3323 3.5277 0.274
H 7.1326 5.6110 3.0036 0.267
H 5.0923 7.4445 -0.0428 0.359
H 4.3372 6.3371 -0.9852 0.232
C -6.9466 -1.6267 3.1759 -1.293
C -5.9616 -0.5171 3.4606 0.199
C -4.4919 -0.9289 3.1670 -0.024
O -4.1297 -2.0029 4.0078 -0.429
C -2.8666 -2.5410 3.6520 -0.313
N -6.3426 0.6070 2.5886 -0.701
H -6.6854 -2.0921 2.2214 0.108
H -7.9886 -1.3222 3.1354 0.417
H -6.8229 -2.4076 3.9296 0.343
H -5.9951 -0.1740 4.4940 0.459
H -3.8134 -0.0667 3.2379 0.313
H -4.3306 -1.2261 2.1203 -0.076
H -2.9142 -2.9838 2.6495 0.001
H -2.6029 -3.2994 4.3828 0.371
H -2.1621 -1.7076 3.5581 0.203
H -6.1204 0.4719 1.6109 0.195
H -5.8461 1.4494 2.8607 0.289
C 4.3817 -0.7147 -0.4972 -1.368
C 3.5748 -1.3842 -1.5985 0.522
C 2.8386 -2.6266 -1.1190 0.661
O 2.1270 -3.1821 -2.2042 -0.337
C 1.6952 -4.5191 -1.9235 -0.802
N 2.6019 -0.4054 -2.1173 0.128
H 3.8902 -0.6278 0.4746 0.088
H 4.7135 0.2955 -0.7287 0.336
H 5.2481 -1.3563 -0.3124 0.547
H 4.2033 -1.6432 -2.4530 0.357
H 2.1720 -2.3461 -0.2945 -0.842
H 3.5090 -3.3799 -0.6971 0.643
H 2.5915 -5.1269 -1.8117 0.358
H 1.1529 -4.9028 -2.7891 0.292
H 0.9609 -4.5471 -1.1201 0.267
H 3.1424 0.3553 -2.5334 -0.153
H 2.0520 0.0647 -1.4010 0.036
C -4.3125 1.2854 -0.8367 -1.024
C -4.3000 2.5008 -1.7363 0.522
C -2.9483 2.7580 -2.3722 -0.566
O -2.0560 3.3599 -1.4497 -0.341
C -0.8047 3.6893 -2.0463 -0.577
N -5.3850 2.4924 -2.7418 -0.805
H -3.5973 1.4132 -0.0240 0.203
H -4.0302 0.3919 -1.3998 0.208
H -5.3186 1.1914 -0.4311 0.293
H -4.4957 3.3423 -1.0601 0.214
H -2.9913 3.3096 -3.3173 0.388
H -2.5061 1.8039 -2.7015 0.199
H -0.8841 4.1940 -3.0073 0.405
H -0.2437 2.7471 -2.0336 0.055
H -0.2323 4.2957 -1.3438 0.298
H -5.4892 3.4303 -3.1182 0.282
H -6.2612 2.3901 -2.2367 0.292
C 1.9734 -4.9239 1.9037 -1.208
C 2.8617 -3.9118 2.6190 0.468
C 2.1935 -2.5665 2.8522 0.336
O 3.1283 -1.6254 3.3101 -0.456
C 2.5426 -0.3586 3.4844 -0.286
N 3.3490 -4.4934 3.8818 -0.795
H 1.0619 -5.2216 2.4232 0.395
H 2.6231 -5.7905 1.7767 0.377
H 1.6579 -4.5756 0.9196 0.037
H 3.7618 -3.8518 2.0024 0.065
H 1.3480 -2.6833 3.5402 0.482
H 1.7537 -2.2573 1.8918 -0.474
H 3.1336 0.2245 4.1899 0.327
H 1.5214 -0.3489 3.8788 0.339
H 2.4978 0.1773 2.5294 -0.150
H 2.5767 -4.7025 4.5180 0.310
H 3.7178 -3.7308 4.4526 0.283

***

144
Properties=species:S:1:pos:R:3:mulliken_charge:R:1 method="wB97M-V/def2-TZVPD" s2=3.752 spin_multiplicity=4 homo_lumo_gap_ev="5.14 / 8.63" de_lowest_ev=0.097
Ti -5.7643 -9.1193 1.0661 1.087
C -5.1869 -12.0478 -1.5193 0.390
F -5.8397 -13.2216 -1.6223 -0.230
F -4.2403 -12.0732 -2.4274 -0.213
F -6.0812 -11.0932 -1.6957 -0.135
S -4.3987 -12.0525 0.1878 0.441
O -5.4171 -12.5672 1.0768 -0.856
O -3.2380 -12.9069 0.0101 -0.545
N -4.1116 -10.3182 0.3532 0.472
S -2.5464 -10.2200 0.2596 -0.303
O -1.7852 -10.4715 1.4554 -0.690
O -1.9482 -10.7539 -0.9463 -0.294
C -2.4314 -8.3099 0.0113 0.392
F -1.5783 -7.7983 0.9058 -0.209
F -1.9534 -8.0523 -1.1894 -0.171
F -3.6215 -7.7234 0.1869 -0.013
C -5.3485 -11.2356 -7.1436 -1.220
C -3.8251 -11.0195 -7.0484 0.138
C -3.4430 -10.9267 -5.5719 -0.375
O -2.0461 -10.8358 -5.4035 -0.410
C -1.6757 -10.3589 -4.1140 -0.583
N -3.1433 -12.1272 -7.7574 -0.738
H -5.5113 -12.1712 -6.6004 0.301
H -5.7679 -11.3174 -8.1376 0.342
H -5.7157 -10.4490 -6.4804 0.305
H -3.4765 -10.0804 -7.4823 0.373
H -3.8485 -11.7288 -4.9314 0.157
H -3.9300 -10.0805 -5.0569 0.311
H -2.0982 -11.0115 -3.3536 0.308
H -1.8749 -9.3066 -3.8842 0.283
H -0.5888 -10.4272 -4.1776 0.235
H -2.1332 -12.0408 -7.7379 0.321
H -3.3663 -12.9201 -7.1569 0.299
C -8.8895 -5.7855 1.0124 -1.602
C -8.2672 -7.1450 1.3617 0.765
C -8.9106 -8.3350 0.6968 -0.990
O -7.9919 -9.4120 0.8626 0.295
C -8.5062 -10.6918 0.4894 -0.636
N -6.8278 -7.0566 1.0149 0.262
H -8.8877 -5.6283 -0.0682 0.334
H -8.3708 -4.9477 1.4765 0.380
H -9.9271 -5.7051 1.3517 0.423
H -8.3378 -7.2939 2.4424 0.146
H -9.0542 -8.3103 -0.3917 0.371
H -9.8774 -8.5318 1.1705 0.353
H -7.7258 -11.4264 0.6855 -0.083
H -8.7963 -10.7085 -0.5612 0.341
H -9.3085 -10.9842 1.1724 0.347
H -6.7370 -6.3461 0.2831 -0.343
H -6.2847 -6.6002 1.7470 0.221
C -4.1166 -2.3358 0.7226 -1.570
C -4.7817 -3.7003 0.5668 0.555
C -4.9514 -4.0906 -0.9180 -1.012
O -5.8073 -5.2204 -0.9542 -0.308
C -6.0504 -5.6681 -2.2829 -0.901
N -3.9061 -4.7336 1.1515 -0.128
H -4.6956 -1.4575 0.4501 0.409
H -3.2807 -2.3614 0.0137 0.374
H -3.7133 -2.2712 1.7312 0.334
H -5.7795 -3.7548 1.0055 0.042
H -3.9984 -4.3420 -1.3987 0.415
H -5.2879 -3.2351 -1.5235 0.517
H -6.5388 -4.9134 -2.9085 0.317
H -6.6982 -6.5403 -2.2630 0.247
H -5.0725 -5.8348 -2.7435 0.322
H -4.2010 -5.6407 0.8164 -0.238
H -2.9451 -4.6259 0.8472 0.299
C -9.3088 -14.1944 4.0610 -1.637
C -8.4481 -13.3088 3.1335 0.432
C -8.0592 -11.9963 3.8233 0.110
O -9.2125 -11.1934 4.0294 -0.452
C -8.8013 -9.9660 4.6153 -0.259
N -7.2442 -14.0342 2.7875 -0.578
H -10.2369 -13.6473 4.2476 0.323
H -8.8539 -14.3593 5.0398 0.357
H -9.5445 -15.1233 3.5466 0.407
H -9.1568 -13.1672 2.3140 0.229
H -7.3495 -11.5388 3.1220 -0.270
H -7.5046 -12.2235 4.7397 0.484
H -8.4119 -10.1222 5.6224 0.363
H -9.5918 -9.2150 4.6664 0.350
H -8.0615 -9.5028 3.9497 -0.341
H -6.6707 -14.1044 3.6270 0.351
H -6.6629 -13.4485 2.1818 0.503
C -0.0408 -15.9148 5.8972 -1.429
C 0.1284 -14.3989 5.7176 0.376
C -0.2807 -13.9751 4.2903 -0.726
O -1.6906 -13.7630 4.3421 -0.354
C -2.2579 -13.6230 3.0390 -0.550
N -0.5795 -13.6401 6.7659 -0.832
H 0.6623 -16.4454 5.2556 0.369
H -1.0048 -16.2057 5.4702 0.268
H 0.0393 -16.1195 6.9615 0.414
H 1.1834 -14.1565 5.8778 0.327
H -0.0346 -14.6741 3.4832 0.464
H 0.1876 -13.0339 3.9658 0.296
H -1.9378 -14.4433 2.3898 0.478
H -1.8803 -12.6967 2.5991 0.176
H -3.3368 -13.6526 3.1698 0.180
H -0.7847 -12.7248 6.3639 0.305
H -1.5307 -14.0154 6.7356 0.339
C 2.8244 -8.0524 2.4968 -1.496
C 2.6999 -9.1343 1.3919 1.168
C 2.4759 -8.5900 -0.0075 -0.630
O 2.4132 -9.6346 -0.9558 -0.479
C 1.1879 -10.3728 -0.9568 -0.213
N 3.9426 -9.9051 1.4646 -0.747
H 1.9618 -7.3838 2.5353 0.301
H 3.6408 -7.3816 2.2094 0.362
H 3.1042 -8.5219 3.4351 0.359
H 1.8371 -9.7216 1.7306 -0.124
H 3.2982 -7.9599 -0.3434 0.387
H 1.5472 -8.0096 0.0401 0.204
H 0.3940 -9.7514 -0.5390 -0.055
H 1.4208 -11.2369 -0.3312 0.254
H 0.9031 -10.6190 -1.9776 0.211
H 4.0533 -10.5100 0.6592 0.257
H 4.0359 -10.4784 2.2908 0.223
C -4.1837 -10.7431 3.9496 -0.967
C -4.7021 -9.3651 4.2892 1.334
C -4.1439 -8.7503 5.5717 -0.875
O -4.6924 -9.3394 6.7064 -0.290
C -4.4269 -8.6739 7.9115 -0.843
N -4.5879 -8.4261 3.1473 0.165
H -4.7284 -11.2562 3.1556 -0.466
H -4.2342 -11.3362 4.8692 0.684
H -3.1357 -10.8685 3.6556 0.300
H -5.7729 -9.5151 4.4715 -0.821
H -4.4887 -7.7064 5.5567 0.474
H -3.0510 -8.8465 5.4916 0.409
H -4.6652 -7.6022 7.8833 0.322
H -3.3573 -8.8267 8.1031 0.321
H -4.9945 -9.0296 8.7700 0.258
H -4.8190 -7.5055 3.5265 0.257
H -3.5816 -8.2982 2.9940 -0.134
C -1.5425 -4.7514 3.4073 -0.354
C -0.8429 -4.2433 4.6210 -0.615
O -1.5331 -4.5176 5.8598 -0.541
H -2.4489 -4.1863 3.2058 0.212
H -1.7130 -5.8243 3.3502 0.069
H -0.8277 -4.5348 2.6011 0.308
H -0.5019 -3.2073 4.5319 0.313
H 0.1256 -4.7210 4.8403 0.300
H -1.1487 -5.3007 6.2498 0.294